[1]
A structure of composition C11H25BF4NO2P2Zr in a non-equilibrium geometry, computed with the ωB97M-V functional and the def2-TZVPD basis.

Positions of all 47 atoms, in Å:
C -0.46 3.18 1.09
C -0.56 1.79 0.99
N 0.48 1.06 0.53
C 1.60 1.68 0.10
C 1.75 3.07 0.20
C 0.71 3.84 0.72
C -1.95 1.18 1.18
P -2.02 -0.65 1.36
Zr 0.36 -1.47 0.58
P 2.31 -0.79 -1.07
C 2.77 0.89 -0.47
O -3.23 1.78 -1.87
O -0.43 1.07 -2.64
H -1.32 3.72 1.48
H 2.70 3.51 -0.16
H 0.83 4.92 0.85
C -2.07 -0.78 3.17
C -3.74 -0.96 0.88
H 3.21 1.44 -1.33
H 3.56 0.77 0.30
H -2.52 1.28 0.29
H -2.45 1.73 2.01
C 3.82 -1.75 -0.78
C 2.29 -0.53 -2.87
H -0.84 0.37 -2.23
H -0.97 0.97 -3.44
H -2.30 1.66 -1.82
H -3.38 2.68 -1.57
H 0.92 -0.98 2.18
H -0.16 -1.15 -0.96
H -3.06 -0.45 3.53
H -1.89 -1.85 3.39
H -1.27 -0.16 3.58
H -4.43 -0.71 1.70
H -4.02 -0.40 -0.03
H -3.83 -2.04 0.66
H 3.25 -0.10 -3.21
H 2.11 -1.49 -3.36
H 1.46 0.16 -3.10
H 4.56 -1.56 -1.57
H 4.24 -1.49 0.20
H 3.54 -2.82 -0.77
F -0.49 -3.31 -0.55
B 0.04 -4.22 0.45
F -0.86 -4.28 1.50
F 0.48 -5.37 -0.10
F 1.28 -3.45 1.00

Computed properties:
E_HOMO   -0.451 Ha
Orbital gap   8.314 eV
Total charge   +1
Energy above the lowest of the compared OMol25 structures with the same formula, charge and spin   0.000 eV
DFT total energy   -1793.44803 hartree
LUMO   -3.958 eV

[2]
A cluster of 4 separate species, C11H25Cl2N3O3 in total in a non-equilibrium geometry, computed with the ωB97M-V functional and the def2-TZVPD basis.

Positions of all 44 atoms, in Å:
C -14.52 -30.84 -4.43
N -14.94 -29.52 -4.76
C -14.58 -29.00 -6.04
C -15.78 -28.84 -3.96
O -16.17 -27.69 -4.14
H -13.50 -31.09 -4.70
H -15.21 -31.58 -4.83
H -14.46 -30.92 -3.34
H -15.40 -29.25 -6.72
H -14.52 -27.92 -6.03
H -13.70 -29.48 -6.45
H -16.03 -29.41 -3.05
C -15.43 -25.52 -7.58
N -15.26 -24.10 -7.91
C -14.17 -23.66 -8.77
C -16.29 -23.31 -7.67
O -16.52 -22.10 -7.97
H -14.56 -26.14 -7.43
H -15.83 -26.10 -8.42
H -16.06 -25.62 -6.70
H -14.22 -24.31 -9.64
H -14.38 -22.64 -9.10
H -13.16 -23.75 -8.37
H -17.10 -23.91 -7.22
C -13.79 -32.53 -7.46
N -12.52 -31.83 -7.86
C -12.51 -31.36 -9.23
C -11.41 -31.85 -7.03
O -10.28 -31.56 -7.39
H -13.84 -33.38 -8.15
H -14.59 -31.80 -7.55
H -13.71 -32.69 -6.39
H -12.28 -32.20 -9.89
H -13.41 -30.91 -9.63
H -11.66 -30.68 -9.32
H -11.77 -32.26 -6.08
Cl -19.97 -27.18 -5.98
C -19.72 -28.08 -4.44
C -19.32 -29.47 -4.92
Cl -20.57 -30.61 -5.48
H -20.74 -28.20 -4.07
H -18.92 -27.59 -3.88
H -18.81 -30.08 -4.18
H -18.52 -29.38 -5.65

Computed properties:
E_HOMO   -0.344 Ha
Orbital gap   9.455 eV
Energy above the lowest of the compared OMol25 structures with the same formula, charge and spin   2.821 eV
DFT total energy   -1744.44688 hartree
SMILES   CN(C)C=O.CN(C)C=O.CN(C)C=O.ClCCCl
LUMO   0.107 eV

[3]
A structure of composition C11H25ClLuNO6P2 in a non-equilibrium geometry, computed with the ωB97M-V functional and the def2-TZVPD basis.

Positions of all 47 atoms, in Å:
C 0.93 -1.57 -4.08
C 0.92 -1.13 -2.76
N -0.20 -0.97 -2.01
C -1.37 -1.23 -2.64
C -1.44 -1.66 -3.96
C -0.28 -1.84 -4.70
C 2.30 -0.89 -2.20
P 2.39 -0.40 -0.46
Lu 0.00 -0.69 0.67
P -2.63 -0.29 -0.29
C -2.72 -1.05 -1.96
O 1.75 4.68 -3.88
O -0.52 3.59 0.66
H 1.90 -1.68 -4.57
H -2.43 -1.83 -4.38
H -0.31 -2.16 -5.73
C 3.05 -1.95 0.28
C 3.80 0.71 -0.40
H -3.34 -0.38 -2.58
H -3.25 -2.02 -1.89
H 2.73 -0.09 -2.72
H 2.95 -1.77 -2.33
C -3.83 -1.32 0.64
C -3.45 1.33 -0.55
H -1.07 4.22 0.31
H 0.44 3.20 0.76
H 2.50 4.69 -3.38
H 1.62 3.72 -4.09
H 0.00 -2.51 0.79
H -0.23 6.41 0.32
H 4.06 -1.73 0.65
H 2.40 -2.25 1.13
H 3.08 -2.75 -0.47
H 4.64 0.17 0.06
H 4.04 1.04 -1.42
H 3.51 1.57 0.23
H -4.36 1.34 0.07
H -2.78 2.15 -0.23
H -3.69 1.44 -1.61
H -4.76 -0.74 0.77
H -4.03 -2.27 0.12
H -3.38 -1.53 1.63
O 0.20 0.60 4.63
Cl 0.22 -0.33 3.56
O 0.36 -1.71 3.90
O -1.06 -0.15 2.72
O 1.33 0.03 2.58

Computed properties:
E_HOMO (spin up / spin down)   -0.143 / -0.331 Ha
Orbital gap (spin up / spin down)   3.662 / 8.843 eV
Energy above the lowest of the compared OMol25 structures with the same formula, charge and spin   5.073 eV
DFT total energy   -3318.29849 hartree
LUMO (spin up / spin down)   -0.227 / -0.165 eV

[4]
A structure of composition C11H25CrOS4Si in a non-equilibrium geometry, computed with the ωB97M-V functional and the def2-TZVPD basis.

Positions of all 43 atoms, in Å:
Cr 0.63 0.11 0.22
C 0.25 2.82 -1.65
C 1.66 2.31 -1.81
S 2.30 1.75 -0.19
C 3.74 0.75 -0.71
C 3.33 -0.61 -1.25
S 2.39 -1.49 0.05
C 1.61 -2.84 -0.91
C 0.43 -2.36 -1.74
S -0.79 -1.64 -0.59
C -1.90 -0.74 -1.72
C -1.31 0.55 -2.25
S -0.87 1.63 -0.84
H -0.18 3.10 -2.61
H 0.22 3.71 -1.01
H 2.31 3.11 -2.16
H 1.72 1.49 -2.52
H 4.35 0.65 0.18
H 4.30 1.32 -1.45
H 4.22 -1.20 -1.49
H 2.73 -0.53 -2.15
H 1.30 -3.56 -0.16
H 2.37 -3.30 -1.53
H -0.03 -3.20 -2.26
H 0.72 -1.62 -2.48
H -2.79 -0.54 -1.12
H -2.19 -1.41 -2.53
H -2.06 1.07 -2.86
H -0.43 0.38 -2.87
C -2.34 -1.68 2.65
Si -1.63 0.04 2.73
C -1.01 0.44 4.43
C -2.91 1.28 2.23
O -0.33 0.14 1.65
H -3.04 -1.81 3.48
H -1.58 -2.45 2.73
H -2.90 -1.85 1.72
H -1.83 0.30 5.14
H -0.67 1.47 4.48
H -0.19 -0.22 4.72
H -3.70 1.29 2.98
H -3.38 1.04 1.27
H -2.49 2.29 2.16

Computed properties:
E_HOMO (spin up / spin down)   -0.578 / -0.582 Ha
Orbital gap (spin up / spin down)   8.030 / 8.671 eV
Total charge   +2
Energy above the lowest of the compared OMol25 structures with the same formula, charge and spin   0.223 eV
2S+1   2
DFT total energy   -3435.61342 hartree
LUMO (spin up / spin down)   -7.709 / -7.176 eV